No. 1
26
Properties=species:S:1:pos:R:3:forces:R:3 method="wB97M-V/def2-TZVPD" homo_energy_ev="1.031 / -3.992" charge=-1 s2=0.758 spin_multiplicity=2
C -0.592 1.244 -0.379 1.16 0.42 -1.37
C -0.035 2.541 -1.141 0.91 -1.30 0.01
C 0.450 0.513 0.405 -1.15 -0.16 -0.79
C 1.053 1.092 1.499 0.42 -0.47 0.37
C 0.766 -0.762 0.013 0.78 0.38 -0.46
C 2.219 0.456 1.989 -0.36 -1.57 -0.46
C 1.857 -1.466 0.566 -0.16 -0.45 -0.50
C 2.627 -0.813 1.506 0.72 1.28 0.89
H -1.408 1.649 0.176 -0.76 -0.05 0.99
H -0.953 0.401 -0.994 -0.38 1.09 -0.59
H 0.676 2.260 -1.990 -1.38 0.48 0.72
H 0.615 1.967 1.925 0.10 0.62 0.33
H 0.444 -1.175 -0.920 -0.91 -0.03 -0.57
H 2.496 0.817 2.930 1.43 0.48 1.17
H 2.177 -2.326 -0.010 0.29 -0.17 0.41
H 3.595 -1.259 1.788 -0.55 0.28 0.32
H 0.584 3.179 -0.500 0.13 -0.60 0.49
H -0.844 3.236 -1.346 -0.28 -0.24 -0.97
C -3.769 -0.950 -1.679 -0.73 1.00 0.15
C -2.573 -1.876 -1.388 -2.64 -2.90 -0.65
H -4.334 -1.296 -2.612 1.56 1.16 0.31
H -4.691 -0.994 -1.055 1.11 0.13 0.71
H -3.263 0.130 -1.600 -1.83 -2.04 -0.83
H -2.923 -3.056 -1.467 0.91 2.85 0.16
H -2.006 -1.655 -2.299 1.08 -0.44 0.94
H -2.180 -1.748 -0.371 0.54 0.23 -0.78

***

No. 2
26
Properties=species:S:1:pos:R:3:forces:R:3 method="wB97M-V/def2-TZVPD" homo_energy_ev="0.929 / -3.666" charge=-1 s2=0.759 spin_multiplicity=2
C 3.112 -1.424 -1.239 1.64 -0.39 -0.13
C 4.439 -0.612 -1.513 -1.38 -0.56 1.23
C 2.035 -0.982 -0.263 -2.12 -0.36 -0.35
H 3.462 -2.362 -0.831 0.35 -0.53 0.16
H 2.800 -1.752 -2.233 -0.93 0.44 0.13
H 4.297 0.446 -1.590 -0.35 0.72 -0.36
H 5.107 -0.733 -0.666 0.35 -0.19 -0.02
H 2.325 -0.873 0.808 0.16 0.07 -0.92
H 4.860 -1.001 -2.425 0.47 -0.04 -0.24
H 1.207 -1.794 -0.259 1.28 1.19 0.06
H 1.474 -0.080 -0.595 0.59 -0.45 0.43
C -0.646 2.030 -1.055 -0.25 0.87 0.49
C -2.918 -0.604 0.398 -1.10 -0.50 0.06
C -2.477 -0.722 1.749 0.52 1.28 -0.53
C -2.437 0.431 -0.391 -0.49 -0.51 -0.66
C -1.408 1.285 -0.008 -0.37 -0.48 -0.71
C -1.364 0.040 2.100 0.75 -0.10 -1.01
C -0.736 0.942 1.196 -0.70 -0.78 1.36
H -3.723 -1.320 0.107 0.61 0.90 -0.26
H -3.039 -1.305 2.445 0.03 -0.53 0.48
H -2.820 0.548 -1.413 0.01 -0.11 0.23
H -0.845 -0.262 2.993 0.19 0.36 0.63
H 0.355 1.656 -0.966 1.08 -0.49 -0.53
H -0.482 3.090 -0.808 -0.44 0.06 -0.29
H 0.238 1.374 1.387 0.07 0.04 0.32
H -1.017 1.910 -2.086 0.04 0.09 0.42

***

Record-wise F_max values, in eV Å⁻¹: 3.97, 2.18